1.
{"formula": "C6H9N2O2S", "method": "ωB97M-V/def2-TZVPD", "total_charge": 1, "relative_energy_kcal_mol": 62.16, "energy_ev": -24267.52450, "orbital_gap_ev": 8.5550, "lumo_ev": -5.3, "symbols": ["C", "C", "C", "C", "C", "C", "N", "N", "O", "O", "S", "H", "H", "H", "H", "H", "H", "H", "H", "H"], "positions_angstrom": [[1.4671, -0.1834, -1.3873], [-0.9974, -0.0468, -0.6633], [0.6671, -0.0328, -2.6855], [0.1264, 0.7613, 1.9394], [1.1207, -0.1331, 1.1142], [-1.3050, 0.2651, 1.8135], [0.7572, 0.0573, -0.2642], [-1.7014, 0.0866, 0.3667], [2.6551, -0.4128, -1.3820], [-0.8491, -2.1298, -2.0870], [-0.9996, -0.7302, -2.3916], [0.3763, 1.0826, -2.8997], [1.1291, -0.5282, -3.4456], [0.4695, 0.9237, 2.9629], [0.0595, 1.7836, 1.4191], [2.1684, 0.3309, 1.3384], [1.0545, -1.1275, 1.3934], [-1.5575, -0.7227, 2.4307], [-1.9085, 0.9241, 2.3722], [-2.7322, -0.1681, 0.0557]], "mulliken_charge": [0.56, 0.15, -0.72, -0.60, -0.55, -0.57, 0.02, 0.02, -0.53, -0.47, 0.47, 0.35, 0.43, 0.42, 0.30, 0.32, 0.35, 0.31, 0.38, 0.35]}

---

2.
{"formula": "C10H8N2O", "method": "ωB97M-V/def2-TZVPD", "relative_energy_kcal_mol": 44.37, "energy_ev": -15525.12970, "smiles": "O/N=C\\c1ccnc2ccccc12", "orbital_gap_ev": 8.4624, "lumo_ev": -0.3, "symbols": ["O", "N", "C", "C", "C", "C", "N", "C", "C", "C", "C", "C", "C", "H", "H", "H", "H", "H", "H", "H", "H"], "positions_angstrom": [[-2.2696, -1.5088, 0.8791], [-3.1360, -0.7968, 0.0161], [-2.4707, 0.2232, -0.4660], [-1.1267, 0.6086, -0.1999], [-1.1056, 1.9872, -0.0589], [0.1021, 2.6799, 0.1627], [1.2381, 2.0894, 0.3385], [1.2742, 0.7511, 0.1021], [2.5300, 0.0587, 0.2370], [2.7060, -1.2867, 0.0528], [1.5351, -2.0670, -0.2591], [0.3136, -1.4526, -0.3146], [0.1461, -0.0501, -0.2072], [-2.8035, -2.2782, 1.0813], [-3.2082, 0.8710, -1.0233], [-2.0384, 2.4466, -0.1297], [0.1500, 3.7655, 0.1117], [3.3786, 0.7480, 0.4549], [3.7424, -1.6255, 0.1598], [1.6452, -3.1450, -0.4351], [-0.6028, -2.0184, -0.5023]], "mulliken_charge": [-0.36, -0.43, -0.35, 0.87, -0.99, -0.38, -0.67, 0.32, -0.18, -0.47, -0.55, -0.51, 0.63, 0.35, 0.35, 0.48, 0.39, 0.35, 0.35, 0.36, 0.44]}

---

3.
{"formula": "C4H5NO2S", "method": "ωB97M-V/def2-TZVPD", "relative_energy_kcal_mol": 170.33, "energy_ev": -20642.79345, "orbital_gap_ev": 7.5203, "lumo_ev": -0.2, "symbols": ["C", "C", "C", "C", "N", "O", "O", "S", "H", "H", "H", "H", "H"], "positions_angstrom": [[-0.4102, 1.3265, -0.0533], [0.0563, 0.1729, 0.2495], [-2.0108, -1.0956, 0.1038], [1.1008, -0.8424, 0.2348], [-2.7781, -0.0697, 0.1889], [-1.8417, -2.2559, 0.1098], [-4.1838, -0.2015, 0.0317], [-2.2347, 1.6057, -0.0623], [-0.1610, 2.4706, -0.1090], [1.0255, -1.6361, 0.9578], [2.0679, -0.4346, 0.3405], [1.2296, -1.3592, -0.7556], [-4.5297, 0.5650, 0.5737]], "mulliken_charge": [0.09, -0.17, 0.42, -1.17, 0.07, -0.41, -0.40, 0.04, 0.20, 0.30, 0.42, 0.26, 0.35]}

---

4.
{"formula": "C39H39BBrF4HfN3OS4Sb2", "method": "ωB97M-V/def2-TZVPD", "relative_energy_kcal_mol": 1.31, "energy_ev": -186912.43344, "orbital_gap_ev": 4.1777, "lumo_ev": -2.1, "symbols": ["Hf", "O", "C", "S", "C", "C", "S", "S", "S", "Br", "C", "C", "C", "C", "C", "C", "N", "C", "C", "C", "C", "C", "C", "N", "H", "H", "H", "H", "H", "H", "H", "H", "H", "C", "Sb", "C", "C", "C", "C", "C", "C", "C", "C", "C", "Sb", "C", "C", "H", "H", "H", "H", "H", "H", "H", "H", "H", "H", "H", "H", "H", "H", "H", "H", "H", "H", "H", "H", "C", "C", "C", "C", "C", "C", "N", "C", "C", "C", "C", "C", "C", "H", "H", "H", "H", "H", "H", "H", "H", "H", "H", "F", "B", "F", "F", "F"], "positions_angstrom": [[-1.4532, 0.7234, 0.1831], [4.0901, -0.8098, 7.4467], [3.1315, -0.6188, 6.7660], [2.2506, -1.9309, 5.9473], [0.9502, -0.9939, 5.2661], [0.9998, 0.4956, 5.6017], [-0.0890, 1.5624, 5.0845], [2.3659, 0.9688, 6.5747], [-0.1997, -1.6467, 4.3537], [5.1546, 1.4322, 3.8348], [3.5049, 1.6926, 2.9426], [3.1729, 2.9433, 2.4575], [1.9822, 3.1317, 1.7744], [1.0799, 2.0776, 1.5832], [1.4327, 0.8291, 2.1154], [2.6327, 0.6264, 2.7703], [-0.1307, 2.2152, 0.8915], [-0.6753, 3.5201, 0.8015], [-1.9709, 3.6397, 0.4314], [-2.7085, 4.8791, 0.5608], [-4.0474, 4.8951, 0.4573], [-4.7472, 3.6653, 0.1891], [-4.0425, 2.5371, -0.0105], [-2.6600, 2.4687, 0.0493], [3.8549, 3.7732, 2.5879], [1.7765, 4.1138, 1.3777], [0.7358, 0.0012, 2.0537], [2.8792, -0.3533, 3.1627], [-0.1144, 4.3694, 1.1496], [-2.1403, 5.7721, 0.7895], [-4.6001, 5.8161, 0.5889], [-5.8245, 3.6437, 0.1129], [-4.5383, 1.6045, -0.2375], [4.1742, -1.7329, -0.3210], [3.1703, 0.0700, -0.8933], [4.7170, 1.3914, -0.2178], [3.9394, 0.1102, -2.9146], [3.2411, -0.8133, -3.8525], [3.8810, -1.9950, -4.2316], [3.3093, -2.8771, -5.1295], [2.0779, -2.5781, -5.6933], [1.4229, -1.4196, -5.3177], [1.9623, -0.5419, -4.3773], [1.1574, 0.6574, -3.9765], [-0.4672, 0.2507, -2.6135], [-1.8422, 1.5430, -3.6005], [-1.1204, -1.6378, -3.3088], [5.2528, -1.5953, -0.3988], [3.8685, -2.5469, -0.9799], [3.9190, -1.9944, 0.7045], [5.5518, 1.3380, -0.9174], [5.0579, 1.0758, 0.7665], [4.3568, 2.4167, -0.1520], [4.9978, -0.1522, -2.8526], [3.8880, 1.1531, -3.2316], [4.8636, -2.2063, -3.8243], [3.8347, -3.7822, -5.4063], [1.6296, -3.2391, -6.4237], [0.4639, -1.1855, -5.7639], [0.5939, 1.0277, -4.8374], [1.7419, 1.4871, -3.5920], [-2.1667, 1.0666, -4.5256], [-1.3391, 2.4822, -3.8291], [-2.7087, 1.7424, -2.9754], [-1.5458, -1.5111, -4.3038], [-1.8855, -2.0097, -2.6323], [-0.2891, -2.3348, -3.3444], [-0.2839, -4.2985, -1.0165], [0.6402, -3.3640, -0.5804], [0.2398, -2.3119, 0.2325], [-1.1026, -2.1672, 0.6044], [-2.0380, -3.0933, 0.1272], [-1.6201, -4.1514, -0.6620], [-1.4466, -1.0184, 1.3491], [-2.5627, -0.9214, 2.1934], [-3.2880, -1.9898, 2.7303], [-4.3654, -1.7352, 3.5603], [-4.7548, -0.4377, 3.8766], [-4.0185, 0.6259, 3.3848], [-2.9224, 0.3763, 2.5698], [0.0254, -5.1266, -1.6410], [1.6834, -3.4554, -0.8605], [0.9755, -1.6023, 0.5936], [-3.0909, -2.9579, 0.3271], [-2.3573, -4.8572, -1.0241], [-3.0047, -3.0099, 2.5150], [-4.9162, -2.5705, 3.9749], [-5.6065, -0.2652, 4.5204], [-4.2693, 1.6454, 3.6458], [-2.2893, 1.2435, 2.3491], [-2.9446, -0.1867, -0.9406], [-4.4370, -0.7060, -1.5574], [-5.2027, -0.7011, -0.4439], [-4.1045, -1.9212, -2.0485], [-4.6988, 0.2547, -2.4698]], "mulliken_charge": [-0.74, -0.51, 0.61, -0.08, 0.07, 0.18, -0.11, -0.06, -0.11, -0.12, -0.35, -1.09, -0.66, 0.63, 0.57, -0.57, 1.49, 0.08, -0.05, -1.23, -0.43, -0.86, -0.27, 0.73, 0.43, 0.42, -0.62, 0.74, 0.26, 0.46, 0.42, 0.48, 0.43, -1.52, 0.58, -1.33, -1.50, 0.62, -0.74, -0.77, -0.68, -0.43, 0.69, -1.60, 0.56, -1.42, -1.15, 0.53, 0.38, 0.41, 0.57, 0.28, 0.36, 0.70, 0.62, 0.40, 0.41, 0.42, 0.40, 0.65, 0.46, 0.49, 0.50, 0.25, 0.52, 0.08, 0.37, -0.84, -0.31, 0.29, 0.21, -0.59, -0.88, 1.21, 0.42, -0.68, -0.85, -0.79, -1.10, -0.09, 0.41, 0.35, 0.06, 0.36, 0.36, 0.60, 0.44, 0.44, 0.52, 0.82, -0.11, 0.29, -0.24, -0.28, -0.27]}